Entry 1:
Computed, not measured: a structure of composition C54H42MnN4OP2S3SbSe4 at a distorted geometry, with the ωB97M-V functional and the def2-TZVPD basis.

The geometry in XYZ format:
```
112
Properties=species:S:1:pos:R:3:lowdin_charge:R:1
Mn -0.12354 0.42507 -0.35409 0.345
O -0.11202 -0.81486 -2.00049 -0.486
S 0.68889 -1.57669 -0.94738 0.997
C 0.14580 -3.18835 -0.50002 -0.304
C 1.02416 -4.21250 -0.24591 -0.056
C 0.58330 -5.53808 -0.01042 0.005
C -0.74339 -5.74966 -0.16745 -0.162
C -1.49846 -7.03198 0.01484 -0.097
C -2.98762 -6.66917 -0.11897 -0.088
C -2.99608 -5.16699 -0.21805 -0.150
C -3.96746 -4.26993 -0.16637 0.003
C -3.65669 -2.86465 -0.09939 -0.011
C -2.33340 -2.39926 -0.08006 -0.218
P -2.09555 -0.57448 0.25223 1.168
C -2.14623 -0.29735 2.05540 -0.390
C -3.09864 -1.16495 2.88963 -0.047
C -3.88172 -0.61013 3.81472 -0.062
C -3.84661 0.82475 4.12489 -0.067
C -3.03644 1.64809 3.43857 -0.106
C -2.31766 1.22322 2.20958 -0.230
C -3.47154 0.09709 -0.73103 -0.327
C -3.22153 0.10904 -2.10690 -0.142
C -4.22290 0.26224 -3.02857 -0.096
C -5.53081 0.47298 -2.57365 -0.095
C -5.79155 0.57135 -1.22085 -0.076
C -4.77109 0.35357 -0.30239 -0.109
C -1.31136 -3.34127 -0.35254 -0.120
C -1.65894 -4.69538 -0.28784 -0.077
C 2.30756 -1.83527 -1.71793 -0.261
C 2.45063 -2.92483 -2.63522 -0.027
C 3.67630 -3.24762 -3.25678 0.007
C 4.69978 -2.40785 -2.96244 -0.181
C 6.07896 -2.51682 -3.44230 -0.111
C 6.78325 -1.24789 -2.94931 -0.078
C 5.76487 -0.59628 -2.00587 -0.115
C 5.89306 0.52603 -1.20582 0.023
C 4.71177 0.92105 -0.59643 -0.082
C 3.47039 0.30443 -0.69399 -0.241
P 2.06558 1.32765 -0.02715 1.116
C 2.49975 2.97946 -0.65042 -0.340
C 2.04662 3.33214 -1.95036 -0.100
C 2.23002 4.58581 -2.48591 -0.061
C 2.95674 5.51618 -1.72329 -0.048
C 3.42215 5.21480 -0.42895 -0.042
C 3.20898 3.92278 0.07099 -0.097
C 2.33602 1.49190 1.77190 -0.270
C 3.27869 0.67788 2.34376 -0.108
C 3.57633 0.60302 3.71801 -0.042
C 3.02850 1.59032 4.54771 -0.099
C 2.16598 2.50515 4.06614 -0.082
C 1.55236 2.39818 2.74429 -0.265
C 3.38166 -0.96830 -1.42903 -0.110
C 4.55611 -1.26701 -2.16269 -0.086
H 2.07589 -4.10932 -0.33290 0.105
H 1.28134 -6.37980 0.18560 0.142
H -1.19225 -7.45475 0.95461 0.119
H -1.25758 -7.77825 -0.84965 0.162
H -3.54211 -7.07014 0.70976 0.121
H -3.37701 -7.08703 -1.03549 0.122
H -5.02345 -4.50183 -0.20420 0.126
H -4.51238 -2.17836 -0.03787 0.114
H -3.12220 -2.23893 2.68653 0.106
H -4.46379 -1.25337 4.44410 0.104
H -4.49954 1.27361 4.86948 0.114
H -2.99914 2.72573 3.53509 0.107
H -2.95058 1.58772 1.37499 0.106
H -2.27127 -0.09161 -2.51621 0.065
H -4.05293 0.18743 -4.12683 0.128
H -6.37179 0.51653 -3.26212 0.117
H -6.79445 0.80819 -0.94122 0.113
H -5.04347 0.33165 0.72420 0.085
H 1.55902 -3.52367 -2.82119 0.122
H 3.83836 -4.03105 -4.05823 0.154
H 6.05273 -2.59576 -4.52791 0.132
H 6.57550 -3.40418 -2.98833 0.148
H 6.80939 -0.57936 -3.80603 0.128
H 7.77940 -1.35885 -2.54078 0.123
H 6.76265 1.10614 -1.09346 0.112
H 4.79459 1.82006 0.02030 0.111
H 1.47320 2.65360 -2.51712 0.075
H 1.81599 4.81703 -3.42384 0.098
H 3.18839 6.48635 -2.15684 0.109
H 3.86379 5.99534 0.14231 0.099
H 3.63979 3.65151 1.02685 0.106
H 3.79421 -0.02529 1.69000 0.095
H 4.31650 -0.02018 4.16480 0.101
H 3.39321 1.71651 5.51935 0.099
H 1.76761 3.24428 4.72617 0.118
H 1.48834 3.35628 2.19467 0.134
N -0.05068 -1.63203 2.26246 0.094
C -0.59527 -0.32618 2.39838 -0.729
N -0.13089 0.66649 1.45064 -0.215
C -0.88982 1.88257 1.91562 -0.355
C -0.00496 2.16256 3.12179 -0.335
S -0.14028 0.51803 4.01761 1.061
C -0.90855 2.85281 0.83050 -0.326
C -1.00982 4.18744 0.82705 -0.296
S -1.36877 4.76520 -0.77172 0.939
C -1.08315 3.18420 -1.35398 -0.678
N -0.81606 2.26575 -0.42603 -0.005
N -1.13778 2.88227 -2.69946 0.117
H -0.29695 -2.18044 3.06904 0.093
H 0.99324 -1.54300 2.25451 0.110
H -0.25326 3.00316 3.73398 0.114
H -1.09938 4.79202 1.70928 0.081
H -1.62638 3.50395 -3.31059 0.057
H -1.38171 1.92879 -2.84918 0.068
Se -3.51200 6.67353 0.66184 -0.081
Sb -4.89346 4.86244 -0.09476 -0.184
Se -4.32383 3.81643 -2.39100 0.031
Se -6.54892 5.01838 -1.97364 0.056
Se -5.48030 3.41276 1.66267 -0.035
```

HOMO-LUMO gap (spin up / spin down) ... 5.3923 / 5.5572 eV
E_HOMO (spin up / spin down) ... -8.8 / -8.8 eV
Charge ... +1
Spin multiplicity ... 4
<S²> ... 3.830

Entry 2:
Computed, not measured: a structure of composition C39H64BCl20N7O4S3 at a distorted geometry, with the ωB97M-V functional and the def2-TZVPD basis.

The geometry in XYZ format:
```
138
Properties=species:S:1:pos:R:3:lowdin_charge:R:1
C 6.19798 -3.73160 1.31273 -0.078
O 4.83825 -3.56687 1.82179 -0.068
B 3.85481 -3.80825 0.77894 -0.514
O 2.80596 -4.77233 1.03578 0.065
C 4.01368 -3.00505 -0.65149 0.063
C 4.18771 -1.41411 -0.64507 -0.040
C 4.18047 -0.52942 0.69200 -0.159
C 2.79004 0.32665 0.66962 -0.176
C 1.72461 -0.48357 1.56651 -0.239
C 0.44925 -0.94516 0.66401 -0.463
S -0.96008 -1.20360 1.84725 0.820
C -2.10047 -2.50563 1.10464 -0.471
N -3.19225 -3.14824 1.83626 -0.137
N -3.74677 -4.01517 0.93885 -0.048
C -3.11078 -4.02258 -0.35281 -0.065
O -2.08408 -3.03925 -0.21718 -0.102
C 4.36113 -0.61249 -1.98698 -0.052
C 4.54972 0.98989 -2.04408 -0.149
C 5.91126 1.38769 -2.84486 -0.318
N 5.76548 2.65437 -3.63378 -0.044
C 4.37842 -1.36179 -3.36384 -0.219
N 4.50642 -0.79040 -4.68991 -0.282
S 4.46299 -2.07430 -5.81400 0.926
N 4.27742 -3.35149 -4.69999 -0.301
C 4.20977 -2.93744 -3.31602 -0.188
C 4.00833 -3.78273 -2.01141 -0.072
C 3.81152 -5.35481 -2.18025 -0.199
C 2.61057 -5.70416 -3.23481 -0.455
S 0.97107 -5.17266 -2.55424 0.907
C 0.47796 -3.51568 -3.17519 -0.498
N -0.82095 -2.97626 -2.91401 -0.058
N -1.00490 -1.72803 -3.41424 0.012
C 0.26604 -1.44035 -4.06569 -0.074
O 1.16930 -2.53984 -3.94364 -0.068
H 6.82570 -4.24777 2.13638 0.110
H 6.23794 -4.34429 0.33070 0.107
H 6.62619 -2.66821 1.14223 0.102
H 3.27276 -5.58020 1.38260 0.042
H 4.32460 -1.12350 1.65492 0.111
H 5.08540 0.18837 0.62219 0.029
H 2.95827 1.41461 1.02825 0.124
H 2.34654 0.40099 -0.39400 0.104
H 1.33685 0.23655 2.37744 0.108
H 2.15514 -1.45723 2.01556 0.117
H 0.68074 -1.87302 0.02266 0.097
H 0.18976 -0.06614 -0.03325 0.087
H -3.38714 -4.67269 -1.24662 0.138
H 4.59427 1.48264 -1.01627 0.077
H 3.64970 1.43826 -2.62043 0.128
H 6.30548 0.53949 -3.50909 0.097
H 6.74357 1.57450 -2.05515 0.006
H 5.34198 2.38576 -4.54841 0.035
H 6.72789 2.94961 -3.86082 0.058
H 4.77885 -5.88345 -2.52618 0.130
H 3.50629 -5.89649 -1.20357 0.095
H 2.58778 -6.86227 -3.27184 0.086
H 2.83642 -5.35344 -4.29676 0.075
H 0.41559 -0.43890 -4.59213 0.137
Cl -0.09876 -1.35179 5.95296 0.536
C -1.69710 -2.03823 6.33540 -0.658
C -2.29714 -2.78223 5.15917 -0.602
Cl -2.75451 -1.69742 3.83069 0.592
H -2.34477 -1.22523 6.66854 0.069
H -1.55466 -2.72438 7.17308 0.072
H -3.21238 -3.29258 5.46596 0.075
H -1.60726 -3.52984 4.76212 0.080
Cl 3.77955 -8.08295 1.46552 0.586
C 2.18666 -8.75031 1.90578 -0.637
C 1.56828 -9.53454 0.76885 -0.657
Cl 1.10176 -8.47472 -0.58235 0.550
H 1.54489 -7.92436 2.21841 0.076
H 2.34355 -9.40278 2.76716 0.076
H 0.65945 -10.03378 1.10978 0.076
H 2.25140 -10.29520 0.38648 0.071
Cl -6.83257 1.04458 1.46866 0.566
C -5.96546 0.00735 0.30797 -0.640
C -4.46265 0.17808 0.39818 -0.663
Cl -3.93145 1.78009 -0.17307 0.571
H -6.33628 0.23527 -0.69320 0.072
H -6.23492 -1.02456 0.54319 0.076
H -3.96678 -0.56227 -0.23290 0.068
H -4.10467 0.04843 1.42132 0.052
Cl -6.32808 -9.10185 3.23520 0.526
C -6.16923 -7.33417 3.08197 -0.665
C -4.82467 -6.83484 3.57097 -0.663
Cl -4.64472 -7.00610 5.34304 0.514
H -6.99247 -6.87089 3.62896 0.070
H -6.28835 -7.09640 2.02298 0.072
H -4.71841 -5.77257 3.34228 0.057
H -4.00026 -7.36955 3.09601 0.068
Cl -3.79713 7.76907 0.71695 0.537
C -4.68386 6.66334 -0.36189 -0.672
C -3.98856 5.32458 -0.50780 -0.689
Cl -2.45508 5.45710 -1.40530 0.538
H -4.80855 7.15840 -1.32680 0.063
H -5.67364 6.52045 0.07652 0.057
H -4.62361 4.63602 -1.06833 0.056
H -3.77373 4.87579 0.46371 0.058
Cl -12.72686 -0.07355 0.77484 0.531
C -11.32228 0.58266 1.65175 -0.667
C -10.17321 -0.40364 1.71459 -0.688
Cl -10.54624 -1.80639 2.74821 0.533
H -11.65280 0.87760 2.64943 0.069
H -11.00820 1.48211 1.11795 0.072
H -9.29307 0.07910 2.14339 0.012
H -9.90886 -0.77556 0.72294 0.068
Cl 3.38669 3.73726 -6.34501 0.539
C 3.52978 5.50182 -6.54057 -0.663
C 4.88696 6.01922 -6.10614 -0.667
Cl 5.12389 5.89061 -4.34553 0.544
H 2.72197 5.97213 -5.97679 0.070
H 3.37439 5.71601 -7.60012 0.070
H 4.97920 7.07683 -6.36073 0.069
H 5.69830 5.47825 -6.59679 0.067
Cl 1.03332 8.53651 1.62710 0.536
C -0.51736 9.06167 2.32750 -0.682
C -0.34918 10.22345 3.28649 -0.667
Cl 0.50903 9.74946 4.77422 0.530
H -0.97759 8.20095 2.81634 0.066
H -1.15606 9.36004 1.49339 0.053
H -1.32867 10.59609 3.59224 0.071
H 0.20090 11.04657 2.82681 0.068
Cl 7.22142 1.21071 0.02620 0.690
C 8.63744 1.88682 0.86905 -0.613
C 9.79235 0.90670 0.92440 -0.661
Cl 9.44421 -0.48320 1.98312 0.538
H 8.32304 2.19378 1.86835 0.074
H 8.93667 2.78076 0.31768 0.079
H 10.67742 1.39960 1.33095 0.073
H 10.04050 0.52272 -0.06681 0.070
Cl -8.05339 8.30841 -0.89901 0.547
C -7.89408 10.07365 -1.07452 -0.658
C -6.54071 10.57609 -0.61211 -0.663
Cl -6.33441 10.42808 1.15048 0.528
H -8.70782 10.54444 -0.51982 0.069
H -8.02986 10.29953 -2.13430 0.072
H -6.43609 11.63538 -0.85426 0.072
H -5.72493 10.03374 -1.09432 0.061
```

HOMO-LUMO gap ... 6.8658 eV
E_HOMO ... -8.2 eV
ΔE to the lowest compared entry with this formula, charge and spin ... 0.0 kcal per mole
Charge ... 0
Spin multiplicity ... 1

Entry 3:
Computed, not measured: a structure of composition C23H27AsCuN5STe at a distorted geometry, with the ωB97M-V functional and the def2-TZVPD basis.

The geometry in XYZ format:
```
59
Properties=species:S:1:pos:R:3:lowdin_charge:R:1
Cu -1.06916 -0.04229 -1.06312 -0.029
C 0.03460 3.81289 -2.86990 -0.107
C 1.41104 3.92005 -2.72920 -0.092
C 2.09747 2.83495 -2.23989 -0.031
C 1.41289 1.72830 -1.78620 -0.342
N 0.07638 1.64627 -1.93738 0.067
C -0.61715 2.68509 -2.41481 -0.163
N 2.15774 0.72635 -1.20641 0.170
C 1.83677 -0.49651 -1.13404 -0.309
N 0.64992 -1.09746 -1.33013 0.075
C 0.74330 -2.42884 -1.19508 -0.350
N -0.09888 -3.39275 -1.33969 0.151
C -1.46050 -3.20130 -1.57670 -0.273
C -2.25842 -4.42529 -1.65197 0.003
C -3.62792 -4.29829 -1.68710 -0.072
C -4.18965 -3.01028 -1.82538 -0.079
C -3.36649 -1.91796 -1.84509 -0.190
N -2.06581 -1.99190 -1.75194 0.074
C 2.16032 -2.76015 -0.93905 -0.103
C 2.81464 -3.96068 -0.82561 -0.037
C 4.16404 -3.98214 -0.73567 -0.072
C 4.89768 -2.77168 -0.59995 -0.053
C 4.21168 -1.55957 -0.61906 -0.039
C 2.86967 -1.55631 -0.78000 -0.088
H -0.57688 4.65313 -3.28087 0.117
H 1.89510 4.79683 -3.08223 0.099
H 3.12373 2.95132 -1.94950 0.109
H -1.69420 2.44761 -2.55972 0.119
H -1.76587 -5.34444 -1.58611 0.082
H -4.35155 -5.08420 -1.76930 0.096
H -5.24394 -2.86446 -1.97877 0.094
H -3.80904 -0.93209 -1.88293 0.095
H 2.16561 -4.80790 -0.92290 0.109
H 4.72220 -4.88462 -0.75490 0.091
H 5.96212 -2.76212 -0.60877 0.089
H 4.73610 -0.59266 -0.64114 0.121
C -2.92542 -0.79739 3.34792 -0.265
As -1.65509 -0.25801 1.98600 0.733
C -0.66465 0.90789 3.16956 -0.255
C -0.48828 -1.81097 1.75205 -0.203
S -2.38350 0.90586 0.40766 0.267
H -2.32902 -1.26885 4.17119 0.048
H -3.62980 -1.49644 2.90445 0.029
H -3.36099 0.10744 3.82266 0.051
H -0.59199 0.41379 4.11776 0.030
H -1.19047 1.83312 3.26295 -0.001
H 0.27281 1.13041 2.67495 0.031
H -0.25331 -2.12427 2.74050 0.023
H 0.34746 -1.50260 1.10899 0.024
H -0.96456 -2.66011 1.18100 0.060
C 1.73711 5.35984 2.13341 -0.489
Te 0.25727 4.38177 0.94677 1.115
C -1.34246 4.56000 2.40438 -0.480
H 2.36342 4.62289 2.56863 -0.036
H 1.33423 5.98463 2.96118 0.018
H 2.35128 5.99593 1.48484 -0.010
H -1.59029 5.62851 2.54843 -0.002
H -1.01017 4.06541 3.34822 -0.008
H -2.23109 3.98421 2.05698 -0.008
```

HOMO-LUMO gap ... 6.9789 eV
E_HOMO ... -7.1 eV
Charge ... 0
Spin multiplicity ... 1